Record 1
Here is C7H10 as an isolated structure from the Open Molecules 2025 dataset. Energies are from ωB97M-V/def2-TZVPD.

Each line ends with the natural charge from an NBO analysis.
Cartesian coordinates (Å):
C 1.282167 -0.193115 1.052617  -0.44
C 1.432094 0.830387 -0.011428  -0.29
C 1.167121 -0.602228 -0.390944  -0.22
C -0.217576 -0.521987 -1.005307  -0.30
C -1.417566 -0.834850 -0.076666  -0.42
C -1.510883 0.679041 0.249932  -0.51
C -0.502518 0.996235 -0.863496  -0.08
H 2.212649 -0.476373 1.540038  0.23
H 0.421619 -0.211312 1.717122  0.22
H 2.347117 1.395975 -0.169718  0.24
H 1.930763 -1.254194 -0.809470  0.22
H -0.253319 -0.936845 -2.018840  0.22
H -1.207433 -1.508524 0.761426  0.20
H -2.292481 -1.213025 -0.612925  0.21
H -2.479884 1.153306 0.050974  0.23
H -1.224307 0.960506 1.269388  0.22
H 0.561746 1.607916 -0.554617  0.26

Atoms 1-2, force components in eV/Å:
C -0.067 -0.016 0.140
C 0.144 0.024 0.014

The HOMO-LUMO gap is 8.6 eV. As for the calculated total energy: -7414.97883 eV. Its highest occupied orbital energy is -7.674 eV. The spin multiplicity is 1. The energy above the lowest of the compared OMol25 structures with the same formula, charge and spin is 6.056 eV.

Record 2
Here is a 2-piece molecular cluster, C5H11NO overall from the Open Molecules 2025 dataset. Energies are from ωB97M-V/def2-TZVPD.

Each line ends with the natural charge from an NBO analysis.
Cartesian coordinates (Å):
C 1.568824 1.072776 -1.189452  -0.48
C 1.446966 0.760713 0.100491  -0.01
N 0.376724 0.024103 0.643567  -0.46
C -0.419836 0.602233 1.712721  -0.24
C -0.991774 0.415508 0.351225  -0.06
C -1.973116 -0.677680 0.019004  -0.62
H 0.799752 0.807643 -1.911211  0.21
H 2.452073 1.586692 -1.552933  0.21
H 2.226987 0.999126 0.822014  0.20
H -0.691507 -0.081113 2.514886  0.20
H -0.177113 1.616387 2.027650  0.20
H -1.083988 1.328850 -0.239264  0.20
H -1.800714 -1.046405 -0.997140  0.23
H -3.001403 -0.308354 0.096024  0.22
H -1.856892 -1.521822 0.706357  0.21
O 0.847916 -2.161594 -1.221622  -0.96
H 1.611559 -1.655829 -1.526091  0.47
H 0.665543 -1.761234 -0.356225  0.48

Atoms 1-2, force components in eV/Å:
C -0.011 0.010 0.128
C 0.064 0.063 -0.121

The HOMO-LUMO gap is 10.0 eV. As for the calculated total energy: -8899.41564 eV. Its highest occupied orbital energy is -8.962 eV. The SMILES is C=CN1C[C@@H]1C.O. The spin multiplicity is 1. The energy above the lowest of the compared OMol25 structures with the same formula, charge and spin is 2.282 eV.

Record 3
Here is one molecule with the formula C3H4N4O at a distorted geometry from the Open Molecules 2025 dataset. Energies are from ωB97M-V/def2-TZVPD.

Each line ends with the natural charge from an NBO analysis.
Cartesian coordinates (Å):
N 3.900151 -0.024672 0.465268  -0.30
C 2.732335 -0.038205 0.134950  0.24
C 1.220798 -0.062656 -0.091844  -0.15
N 0.723758 -1.243141 -0.157359  -0.10
N -0.557037 -1.222382 -0.414643  -0.44
C -1.442103 -0.196709 -0.002307  0.73
N -1.271907 1.194720 -0.181408  -0.84
O -2.420435 -0.579483 0.846308  -0.62
H 0.598897 0.689394 0.304990  0.22
H -1.054515 -2.184095 -0.242035  0.43
H -1.913051 1.904263 0.107430  0.43
H -0.516888 1.762964 -0.769349  0.42

Atoms 1-2, force components in eV/Å:
N -6.369 0.001 -2.072
C 3.881 0.227 1.952

The HOMO-LUMO gap is 9.3 eV. As for the calculated total energy: -11180.03837 eV. Its highest occupied orbital energy is -9.833 eV. The SMILES is N#C/C=N/NC(N)=O. The spin multiplicity is 1. The energy above the lowest of the compared OMol25 structures with the same formula, charge and spin is 3.931 eV.

Record 4
Here is a 5-piece molecular cluster, C33H37N6O11 overall at a distorted geometry from the Open Molecules 2025 dataset. Energies are from ωB97M-V/def2-TZVPD.

Each line ends with the Löwdin charge.
Cartesian coordinates (Å):
C 3.103698 2.406120 5.299474  0.02
C 3.476704 3.592959 4.443754  -0.45
O 4.624542 3.882870 4.175805  0.11
N 2.412285 4.424758 4.019898  0.07
C 2.830701 5.652161 3.312285  -0.40
C 3.598272 5.548993 2.023116  0.02
O 2.481461 6.701347 3.772659  0.17
C 1.209734 3.810019 3.540655  -0.19
N 1.355465 3.310293 2.113386  0.13
C 0.240986 2.401345 1.674866  -0.11
C -1.084447 2.649788 2.410370  -0.14
C -1.265751 4.006257 3.130861  -0.09
C 0.011506 4.768646 3.507550  -0.33
O -0.107027 5.352435 4.781437  0.02
H 2.988793 1.524179 4.656729  0.10
H 2.160802 2.562685 5.822419  0.09
H 3.920197 2.225974 5.995137  0.10
H 4.017734 4.555913 1.856694  0.08
H 2.953038 5.829519 1.184024  0.09
H 4.435635 6.248772 2.078469  0.11
H 0.947568 2.947347 4.158477  0.17
H 1.329972 4.134592 1.500758  0.11
H 2.254492 2.841010 2.015453  0.18
H 0.559207 1.367572 1.791464  0.11
H 0.114570 2.582425 0.607203  0.12
H -1.867129 2.560477 1.652959  0.12
H -1.265455 1.826603 3.105688  0.12
H -1.922664 4.668691 2.563501  0.12
H -1.775661 3.811044 4.079026  0.13
H 0.224578 5.530845 2.741910  0.15
H -0.142474 6.313436 4.710423  0.12
C 1.543961 -4.522827 1.928311  -0.05
C 1.215534 -4.500122 0.579760  -0.05
C 0.514295 -3.427976 0.054423  0.01
C 0.163555 -2.389370 0.896898  -0.15
C 0.478270 -2.391539 2.246220  -0.02
C 1.172477 -3.472537 2.761050  -0.06
N -0.559218 -1.242580 0.336016  -0.34
O -0.879650 -1.277633 -0.828140  0.10
O -0.794099 -0.292977 1.074055  0.03
H 2.093723 -5.361927 2.332932  0.11
H 1.505854 -5.312115 -0.071058  0.09
H 0.254226 -3.406973 -0.993742  0.12
H 0.175729 -1.573412 2.882167  0.11
H 1.423649 -3.496969 3.812521  0.11
C 0.644795 -4.235006 -6.796081  -0.07
C 0.088986 -5.055077 -5.823237  -0.06
C 0.748748 -5.254230 -4.621487  0.00
C 1.957297 -4.613426 -4.420695  -0.14
C 2.528416 -3.786374 -5.371020  -0.01
C 1.862020 -3.603329 -6.571045  -0.07
N 2.648551 -4.807139 -3.137013  -0.34
O 2.153480 -5.591010 -2.351297  0.06
O 3.660294 -4.170029 -2.929239  0.08
H 0.126489 -4.084788 -7.733827  0.11
H -0.861999 -5.539715 -5.994526  0.11
H 0.323549 -5.879088 -3.850849  0.09
H 3.474767 -3.303660 -5.179018  0.12
H 2.293442 -2.967198 -7.331432  0.11
C -5.272879 -6.495954 0.670925  -0.07
C -3.974523 -6.475143 1.163925  -0.06
C -2.904866 -6.312616 0.298986  0.00
C -3.164519 -6.172424 -1.052167  -0.14
C -4.447707 -6.190365 -1.566276  0.00
C -5.508290 -6.355180 -0.690425  -0.06
N -2.032626 -5.995077 -1.974132  -0.33
O -0.912867 -6.008841 -1.502191  0.07
O -2.277430 -5.843551 -3.153476  0.08
H -6.104712 -6.624918 1.350319  0.11
H -3.793477 -6.589770 2.223615  0.11
H -1.888871 -6.298967 0.664550  0.12
H -4.613067 -6.081741 -2.627429  0.12
H -6.519335 -6.376109 -1.072386  0.11
C -2.747874 5.192920 -3.827803  -0.05
C -2.958811 4.811622 -2.508341  -0.05
C -1.913062 4.841774 -1.603107  0.00
C -0.668596 5.257418 -2.047048  -0.15
C -0.434371 5.641388 -3.356387  0.01
C -1.490259 5.604690 -4.250252  -0.05
N 0.445436 5.299260 -1.103280  -0.31
O 0.236679 4.934911 0.055631  0.01
O 1.522445 5.683417 -1.482983  0.12
H -3.569403 5.170108 -4.530704  0.12
H -3.939207 4.492289 -2.184584  0.11
H -2.063486 4.551078 -0.574566  0.11
H 0.548188 5.960457 -3.669842  0.13
H -1.330987 5.899273 -5.277669  0.12

Atoms 1-2, force components in eV/Å:
C -0.175 -0.062 -0.397
C 0.413 0.303 0.094

Its total charge is +1. The HOMO-LUMO gap is 7.7 eV. As for the calculated total energy: -66267.99463 eV. Its highest occupied orbital energy is -11.319 eV. The spin multiplicity is 1.

Q: Which of these has the lowest calculated total energy?
A: C33H37N6O11

Q: Which value of calculated total energy does entry 4 give?
A: -66267.99463 eV

Q: Which value of calculated total energy does entry 2 give?
A: -8899.41564 eV

Q: Which value of highest occupied orbital energy does entry 4 give?
A: -11.319 eV